58
Properties=species:S:1:pos:R:3 method="wB97M-V/def2-TZVPD" e_above_lowest_kcal_mol=6.8 total_energy_ha=-4221.4363 homo_energy_ev=-7.39 gap_ev=7.4 fmax_ev_per_a=0.479
Sn 0.85 0.16 1.04
N 2.45 -1.67 -0.10
C 1.75 -2.89 -0.19
C 2.24 -4.03 0.43
C 1.54 -5.22 0.39
C 0.33 -5.28 -0.29
C -0.16 -4.14 -0.90
C 0.52 -2.92 -0.86
C -0.10 -1.72 -1.48
C -0.68 -1.87 -2.74
C -1.45 -0.87 -3.31
C -1.69 0.29 -2.59
C -1.09 0.46 -1.34
C -0.26 -0.51 -0.77
H 3.36 -1.76 0.32
H 2.51 -1.13 -0.96
H 3.20 -3.98 0.94
H 1.93 -6.10 0.88
H -0.24 -6.20 -0.33
H -1.12 -4.17 -1.40
H -0.50 -2.79 -3.29
H -1.87 -1.00 -4.30
H -2.32 1.07 -3.00
H -1.27 1.38 -0.82
C -2.53 -3.03 2.92
C -3.38 -2.26 3.70
C -3.19 -0.89 3.74
C -2.15 -0.33 3.00
N -1.35 -1.08 2.25
C -1.53 -2.39 2.22
C -1.91 1.15 2.98
C -2.43 1.97 3.97
C -2.23 3.33 3.89
C -1.53 3.85 2.82
C -1.02 2.96 1.88
N -1.19 1.64 1.96
H -2.65 -4.10 2.86
H -4.18 -2.71 4.26
H -3.85 -0.26 4.32
H -0.84 -2.95 1.59
H -2.97 1.54 4.81
H -2.63 3.99 4.66
H -1.37 4.91 2.70
H -0.44 3.31 1.03
Br 1.71 5.18 -0.40
C 2.24 4.21 -1.94
C 2.59 4.96 -3.05
C 3.02 4.33 -4.21
C 3.11 2.95 -4.25
C 2.78 2.21 -3.13
C 2.33 2.82 -1.96
C 1.95 1.92 -0.82
O 2.60 0.86 -0.65
O 0.95 2.22 -0.12
H 2.53 6.04 -3.00
H 3.29 4.93 -5.07
H 3.44 2.45 -5.15
H 2.86 1.13 -3.13

---

63
Properties=species:S:1:pos:R:3 method="wB97M-V/def2-TZVPD" spin_multiplicity=2 e_above_lowest_kcal_mol=135.9 s_squared=0.757 total_energy_ha=-4784.3486 homo_energy_ev="-7.31 / -7.41" gap_ev="5.5 / 5.6" fmax_ev_per_a=2.663
Re 0.12 -0.81 0.29
O 0.29 -1.57 -1.83
C 1.02 -0.65 -2.43
C 0.56 0.30 -3.28
C 1.27 1.56 -3.47
C 2.44 1.84 -2.89
C 3.23 0.76 -2.23
C 2.40 -0.48 -1.85
C 2.62 -1.71 0.08
N 1.48 -2.25 0.51
C 1.28 -3.46 1.24
C 0.05 -4.04 0.57
N -0.83 -2.88 0.26
C -1.92 -3.22 -0.33
C -2.98 -2.32 -0.71
C -4.19 -2.83 -1.21
C -5.23 -1.97 -1.51
C -5.07 -0.59 -1.31
C -3.88 -0.07 -0.83
C -2.84 -0.95 -0.54
O -1.69 -0.44 -0.10
H -0.46 0.22 -3.63
H 0.77 2.34 -4.03
H 2.92 2.81 -3.01
H 4.02 0.44 -2.91
H 3.42 -1.72 0.84
H 1.08 -3.25 2.30
H 2.14 -4.12 1.17
H -0.48 -4.75 1.21
H 0.32 -4.52 -0.37
H -2.10 -4.28 -0.52
H -4.30 -3.89 -1.35
H -6.16 -2.35 -1.90
H -5.88 0.08 -1.55
H -3.74 0.99 -0.67
Br 3.17 -3.34 -2.40
C 3.28 -1.71 -1.43
C 4.67 -1.27 -1.09
C 4.93 -0.03 -0.67
C 3.89 1.08 -0.86
C 2.84 0.67 0.16
N 2.13 -0.30 -0.41
C 2.60 0.64 1.70
O 3.43 1.14 2.42
O 1.53 -0.02 1.96
H 5.42 -2.04 -1.02
H 5.89 0.23 -0.26
H 4.30 2.08 -0.73
O -3.33 5.56 4.17
C -3.15 4.21 4.22
O -3.67 3.57 5.09
C -2.29 3.61 3.15
C -1.97 4.26 1.96
C -1.20 3.64 1.00
C -0.72 2.34 1.20
S 0.23 1.61 -0.09
C -1.03 1.70 2.40
C -1.82 2.32 3.35
H -2.79 5.94 3.48
H -2.35 5.26 1.74
H -0.98 4.14 0.07
H -0.64 0.71 2.61
H -2.07 1.82 4.28

---

70
Properties=species:S:1:pos:R:3 method="wB97M-V/def2-TZVPD" e_above_lowest_kcal_mol=0.0 total_energy_ha=-4283.9776 homo_energy_ev=-8.62 gap_ev=8.5 fmax_ev_per_a=1.460
Zr -0.19 0.66 1.54
N -1.26 1.01 3.57
C -1.05 2.44 3.90
C 0.38 2.83 3.56
O 0.80 3.92 3.89
N 1.03 1.83 2.91
C 2.40 2.11 2.52
C 2.73 1.30 1.28
O 3.73 1.41 0.63
O 1.75 0.43 0.98
H -2.24 0.75 3.59
H -0.78 0.43 4.26
H -1.19 2.66 4.96
H -1.75 3.05 3.33
H 3.11 1.81 3.30
H 2.57 3.17 2.32
O -1.80 4.28 0.61
S -1.33 2.99 0.21
O 0.11 2.69 0.40
O -2.02 1.85 0.91
C -1.64 2.82 -1.53
C -2.28 3.87 -2.17
C -2.50 3.79 -3.54
C -2.08 2.68 -4.24
C -1.44 1.63 -3.59
C -1.21 1.69 -2.22
P -0.44 0.27 -1.34
C -1.41 -1.10 -2.05
C -0.90 -2.04 -2.94
C -1.72 -3.05 -3.42
C -3.05 -3.13 -3.02
C -3.56 -2.18 -2.14
C -2.74 -1.18 -1.65
C 1.23 0.14 -2.02
C 1.96 -1.01 -1.76
C 3.29 -1.09 -2.13
C 3.91 -0.01 -2.75
C 3.19 1.14 -3.00
C 1.85 1.23 -2.63
H -2.59 4.73 -1.60
H -3.00 4.61 -4.05
H -2.25 2.62 -5.31
H -1.13 0.76 -4.14
H 0.13 -1.98 -3.27
H -1.33 -3.78 -4.11
H -3.68 -3.92 -3.39
H -4.60 -2.23 -1.82
H -3.14 -0.44 -0.97
H 1.49 -1.85 -1.25
H 3.85 -1.99 -1.92
H 4.95 -0.07 -3.02
H 3.67 1.99 -3.46
H 1.30 2.14 -2.81
F 4.78 -3.98 3.07
C 3.61 -3.50 2.66
C 2.99 -2.48 3.36
F 3.56 -1.97 4.45
C 1.77 -2.01 2.92
F 1.19 -1.01 3.61
C 1.13 -2.50 1.79
S -0.41 -1.87 1.23
C 1.78 -3.52 1.11
F 1.23 -4.04 0.01
C 3.00 -4.02 1.53
F 3.60 -5.00 0.85
Cl -2.92 -2.01 4.39
C -3.49 -2.30 2.74
Cl -3.72 -0.79 1.84
H -4.45 -2.79 2.80
H -2.74 -2.88 2.21

---

62
Properties=species:S:1:pos:R:3 method="wB97M-V/def2-TZVPD" spin_multiplicity=3 e_above_lowest_kcal_mol=26.9 s_squared=2.011 total_energy_ha=-2350.8445 homo_energy_ev="-10.88 / -10.86" total_charge=+1 gap_ev="8.0 / 4.9" fmax_ev_per_a=1.770
Au -0.62 0.79 -0.09
C -1.53 4.70 5.15
C -0.55 3.74 5.82
C -1.18 3.11 7.06
C -0.23 2.07 7.64
C 0.02 1.02 6.61
C 0.21 -0.30 6.96
C 0.50 -1.25 5.99
F 0.70 -2.52 6.37
C 0.61 -0.91 4.66
C 0.41 0.42 4.28
C 0.58 0.78 2.88
O 0.80 -0.09 1.99
C 0.53 2.18 2.63
C 0.19 3.06 3.63
N -0.10 2.71 4.88
C 0.09 1.40 5.25
C 0.96 2.76 1.31
O 1.32 3.91 1.28
O 1.00 1.93 0.30
H -2.03 5.30 5.92
H -2.29 4.15 4.61
H -1.03 5.39 4.47
H 0.34 4.30 6.14
H -2.13 2.64 6.80
H -1.37 3.89 7.80
H -0.64 1.62 8.54
H 0.72 2.55 7.91
H 0.14 -0.60 8.00
H 0.88 -1.65 3.92
H 0.17 4.11 3.36
C 5.12 -0.12 -0.11
Te 3.07 0.16 0.58
C 2.81 -1.77 -0.34
C 4.11 -2.25 -0.89
C 4.22 -3.49 -1.51
C 5.44 -3.92 -1.99
C 6.57 -3.13 -1.86
C 6.48 -1.89 -1.24
C 5.25 -1.45 -0.76
H 5.82 -0.01 0.72
H 5.38 0.67 -0.82
H 2.05 -1.68 -1.12
H 2.41 -2.45 0.42
H 3.34 -4.11 -1.63
H 5.52 -4.88 -2.47
H 7.52 -3.47 -2.23
H 7.35 -1.26 -1.13
I -9.46 -0.36 -0.65
C -7.36 -0.19 -0.52
C -6.68 0.54 -1.48
C -5.31 0.68 -1.37
C -4.63 0.11 -0.29
C -5.33 -0.61 0.67
C -6.70 -0.78 0.55
C -3.18 0.37 -0.10
O -2.82 1.15 0.80
O -2.30 -0.16 -0.84
H -7.21 1.00 -2.30
H -4.77 1.25 -2.12
H -4.81 -1.05 1.50
H -7.24 -1.34 1.29

---

78
Properties=species:S:1:pos:R:3 method="wB97M-V/def2-TZVPD" e_above_lowest_kcal_mol=6.6 total_energy_ha=-4030.0100 homo_energy_ev=-11.41 total_charge=+1 gap_ev=7.9 fmax_ev_per_a=2.633
Ta -0.42 -0.90 0.40
O -0.26 -1.44 2.11
C -0.07 -2.29 3.15
C -0.52 -1.97 4.41
C -0.33 -2.89 5.42
C 0.30 -4.10 5.16
C 0.74 -4.40 3.88
C 0.56 -3.48 2.85
C 0.96 -3.73 1.46
N 0.68 -3.02 0.36
C 1.21 -3.73 -0.70
C 1.83 -4.84 -0.25
N 1.66 -4.83 1.11
H -1.01 -1.01 4.58
H -0.68 -2.67 6.42
H 0.44 -4.83 5.95
H 1.21 -5.35 3.69
H 1.11 -3.41 -1.72
H 2.35 -5.63 -0.76
H 2.02 -5.51 1.76
C 1.63 6.24 -0.62
C 1.85 4.83 -0.18
C 1.48 4.42 1.10
C 1.68 3.11 1.52
C 2.28 2.21 0.66
C 2.69 2.60 -0.61
C 2.47 3.90 -1.02
S 2.48 0.55 1.21
O 3.85 0.16 1.06
O 1.84 0.43 2.48
N 1.56 -0.35 0.16
C 1.93 -0.68 -1.14
C 3.19 -0.67 -1.75
C 3.23 -1.03 -3.08
C 2.07 -1.39 -3.77
C 0.89 -1.42 -3.07
N 0.84 -1.09 -1.78
H 0.74 6.67 -0.17
H 1.53 6.31 -1.71
H 2.48 6.87 -0.33
H 1.01 5.13 1.77
H 1.37 2.79 2.51
H 3.20 1.90 -1.28
H 2.78 4.21 -2.01
H 4.07 -0.40 -1.19
H 4.19 -1.03 -3.59
H 2.10 -1.66 -4.81
H -0.04 -1.74 -3.52
O -0.86 0.89 1.34
N -1.06 2.02 0.72
N -1.00 1.87 -0.52
O -0.75 0.70 -1.02
C -1.24 2.98 -1.42
C -0.79 2.85 -2.72
C -1.00 3.91 -3.58
C -1.63 5.06 -3.14
C -2.07 5.16 -1.83
C -1.88 4.11 -0.94
H -0.30 1.94 -3.04
H -0.66 3.84 -4.61
H -1.79 5.89 -3.82
H -2.58 6.06 -1.48
H -2.22 4.16 0.08
F -3.24 0.32 -2.66
C -3.79 -0.22 -1.58
F -3.53 0.54 -0.52
F -5.09 -0.34 -1.74
S -3.13 -1.95 -1.40
O -1.71 -1.81 -0.88
O -3.18 -2.48 -2.71
N -4.05 -2.65 -0.37
S -3.83 -2.45 1.21
O -5.06 -2.37 1.90
O -2.81 -1.44 1.46
C -3.12 -4.07 1.69
F -2.93 -4.06 3.00
F -3.95 -5.03 1.35
F -1.94 -4.26 1.09

---

61
Properties=species:S:1:pos:R:3 method="wB97M-V/def2-TZVPD" spin_multiplicity=5 e_above_lowest_kcal_mol=1.0 s_squared=6.072 total_energy_ha=-2738.7762 homo_energy_ev="-3.47 / -5.05" total_charge=-1 gap_ev="6.1 / 6.1" fmax_ev_per_a=0.097
Rh 0.18 -0.06 0.91
C -1.32 -5.18 0.41
S -1.46 -4.15 -1.06
C -0.81 -2.59 -0.51
S -0.29 -2.38 1.12
N -0.80 -1.71 -1.44
N -0.32 -0.47 -1.05
C 0.06 0.27 -2.06
C 0.64 1.55 -2.02
C 1.14 2.06 -3.24
C 1.82 3.24 -3.31
C 2.01 3.98 -2.11
C 1.48 3.50 -0.96
N 0.79 2.32 -0.87
H -1.70 -6.16 0.11
H -1.93 -4.79 1.22
H -0.29 -5.27 0.73
H -0.04 -0.18 -3.04
H 0.99 1.46 -4.12
H 2.20 3.60 -4.26
H 2.56 4.91 -2.09
H 1.56 4.05 -0.03
O 4.44 -0.04 1.41
C 3.24 -0.33 1.48
O 2.35 0.03 0.64
C 2.85 -1.23 2.66
C 3.77 -2.21 3.01
C 3.56 -3.07 4.07
C 2.42 -2.93 4.85
C 1.50 -1.94 4.55
C 1.69 -1.10 3.44
S 0.43 0.10 3.14
H 4.67 -2.27 2.42
H 4.29 -3.83 4.30
H 2.25 -3.58 5.70
H 0.61 -1.81 5.15
C -0.35 5.51 4.48
C -1.15 5.35 3.35
C -0.84 4.43 2.36
C 0.31 3.61 2.48
C 1.12 3.80 3.63
C 0.79 4.72 4.60
C 0.76 2.66 1.52
C 0.06 2.03 0.38
C -1.41 2.29 0.22
C -1.95 2.95 -0.89
C -3.31 3.17 -0.99
C -4.18 2.75 0.00
C -3.66 2.10 1.11
C -2.30 1.86 1.22
H -0.61 6.23 5.24
H -2.03 5.97 3.22
H -1.47 4.36 1.49
H 2.00 3.18 3.74
H 1.43 4.82 5.47
H 1.78 2.33 1.62
H -1.29 3.30 -1.68
H -3.70 3.69 -1.87
H -5.24 2.93 -0.08
H -4.32 1.76 1.91
H -1.91 1.36 2.09

---

68
Properties=species:S:1:pos:R:3 method="wB97M-V/def2-TZVPD" spin_multiplicity=3 e_above_lowest_kcal_mol=0.0 s_squared=2.032 total_energy_ha=-5495.3804 homo_energy_ev="-7.03 / -8.03" gap_ev="7.1 / 6.2" fmax_ev_per_a=1.009
Pt 1.07 -1.72 0.71
N -0.10 4.42 4.95
C 0.31 3.12 4.72
C 1.64 2.75 4.94
C 2.07 1.47 4.65
C 1.17 0.54 4.14
C -0.16 0.89 3.92
C -0.58 2.18 4.21
S 1.73 -1.05 3.71
O 0.58 -1.92 3.64
O 2.83 -1.43 4.56
N 2.34 -0.77 2.17
C 3.38 -1.67 1.85
N 2.90 -2.61 1.00
C 3.72 -3.51 0.48
C 5.05 -3.50 0.86
C 5.46 -2.49 1.73
N 4.64 -1.56 2.22
H 0.46 4.96 5.60
H -1.09 4.56 5.07
H 2.34 3.48 5.34
H 3.10 1.18 4.82
H -0.85 0.16 3.54
H -1.61 2.46 4.03
H 3.30 -4.23 -0.21
H 5.75 -4.23 0.47
H 6.49 -2.42 2.03
S -0.34 -3.27 -0.18
C -1.73 -2.32 -0.06
N -2.90 -2.99 -0.38
N -3.96 -2.23 -0.59
C -4.08 -0.97 -1.21
C -5.25 -0.26 -1.00
C -5.44 0.98 -1.60
C -4.45 1.50 -2.42
C -3.28 0.78 -2.64
C -3.09 -0.46 -2.05
N -1.74 -1.05 0.30
N -0.54 -0.54 0.55
C -0.54 0.86 0.69
C 0.67 1.54 0.80
C 0.69 2.91 0.97
C -0.50 3.63 1.01
C -1.71 2.96 0.88
C -1.74 1.58 0.73
H -4.83 -2.74 -0.48
H -6.01 -0.67 -0.34
H -6.35 1.53 -1.42
H -4.58 2.47 -2.88
H -2.51 1.18 -3.28
H -2.19 -1.02 -2.24
H 1.60 0.98 0.79
H 1.64 3.42 1.06
H -0.48 4.70 1.14
H -2.64 3.50 0.91
H -2.68 1.05 0.62
Br -0.78 -3.11 -4.20
C 0.32 -2.05 -5.32
C 0.11 -2.13 -6.69
C 0.90 -1.39 -7.56
C 1.90 -0.57 -7.06
C 2.11 -0.49 -5.69
C 1.32 -1.23 -4.81
I 1.67 -1.06 -2.77
H -0.67 -2.78 -7.07
H 0.73 -1.46 -8.62
H 2.52 0.01 -7.73
H 2.88 0.15 -5.29